[1]
Below is a molecular structure, C45H55F5N3OPPtSb at a distorted geometry, with properties calculated with the ωB97M-V functional and the def2-TZVPD basis.

The value obtained for the electronic energy is -86725.638 eV. The HOMO energy (spin up / spin down) is -8.61 / -8.60 eV. The HOMO-LUMO gap (spin up / spin down) is 4.0240 / 4.0149 eV. Its charge is +1.

Element x y z (Å)
Pt1 -0.201 0.495 0.716
N1 0.772 2.777 -0.032
C1 -0.131 3.873 0.034
C2 0.321 5.188 0.060
C3 -0.582 6.235 0.049
C4 -1.942 5.978 0.004
C5 -2.398 4.674 0.008
C6 -1.500 3.611 0.037
P1 -2.124 1.884 0.116
C7 -3.282 2.124 1.516
C8 -4.589 2.594 1.434
C9 -5.320 2.802 2.592
C10 -4.761 2.548 3.834
C11 -3.456 2.092 3.924
C12 -2.726 1.890 2.770
C13 -3.185 1.901 -1.374
C14 -2.753 2.569 -2.518
C15 -3.534 2.576 -3.658
C16 -4.740 1.893 -3.678
C17 -5.158 1.194 -2.557
C18 -4.381 1.191 -1.414
H1 1.698 3.028 0.309
H2 0.861 2.467 -0.999
H3 1.382 5.390 0.065
H4 -0.225 7.253 0.057
H5 -2.648 6.793 -0.025
H6 -3.461 4.478 -0.008
H7 -5.039 2.800 0.473
H8 -6.334 3.168 2.526
H9 -5.342 2.698 4.730
H10 -3.012 1.895 4.889
H11 -1.704 1.536 2.817
H12 -1.811 3.098 -2.494
H13 -3.210 3.120 -4.531
H14 -5.348 1.901 -4.568
H15 -6.089 0.649 -2.573
H16 -4.702 0.657 -0.532
C19 -4.951 -3.837 0.444
C20 -3.992 -2.913 1.160
C21 -4.560 -1.523 1.344
Sb1 -1.960 -2.710 0.148
C22 -1.479 -4.886 -0.188
C23 -2.163 -5.463 -1.411
C24 -1.791 -5.672 1.073
C25 -2.352 -1.706 -1.832
C26 -3.501 -2.282 -2.636
C27 -1.070 -1.650 -2.633
H17 -5.912 -3.806 0.960
H18 -4.610 -4.869 0.458
H19 -5.122 -3.540 -0.588
H20 -3.728 -3.339 2.129
H21 -5.021 -1.187 0.419
H22 -3.791 -0.807 1.642
H23 -5.330 -1.527 2.114
H24 -0.401 -4.896 -0.345
H25 -3.245 -5.361 -1.368
H26 -1.938 -6.527 -1.478
H27 -1.800 -4.994 -2.323
H28 -2.862 -5.784 1.228
H29 -1.369 -5.189 1.953
H30 -1.358 -6.670 0.999
H31 -2.613 -0.697 -1.507
H32 -3.344 -3.326 -2.898
H33 -3.578 -1.719 -3.569
H34 -4.452 -2.184 -2.116
H35 -0.851 -2.622 -3.073
H36 -0.242 -1.352 -1.996
H37 -1.162 -0.924 -3.441
F1 2.628 -0.657 2.184
C28 2.867 -0.474 0.873
C29 1.847 -0.018 0.048
C30 2.233 0.168 -1.273
F2 1.321 0.660 -2.153
C31 3.505 -0.099 -1.770
F3 3.794 0.112 -3.063
C32 4.481 -0.587 -0.909
F4 5.705 -0.896 -1.352
C33 4.152 -0.768 0.428
F5 5.068 -1.242 1.287
C34 2.125 -3.890 -1.955
N2 2.277 -4.037 -0.524
C35 3.329 -4.906 -0.046
C36 1.475 -3.330 0.278
C37 1.608 -3.515 1.756
O1 0.618 -2.575 -0.206
H38 2.302 -4.845 -2.445
H39 2.817 -3.143 -2.345
H40 1.110 -3.554 -2.160
H41 3.619 -5.576 -0.853
H42 2.994 -5.509 0.798
H43 4.211 -4.336 0.260
H44 1.299 -4.526 2.020
H45 0.964 -2.785 2.243
H46 2.634 -3.374 2.084
C38 1.375 1.766 3.528
C39 0.680 0.748 4.371
C40 0.783 0.820 5.742
C41 0.145 -0.083 6.579
C42 -0.622 -1.099 6.019
C43 -0.761 -1.224 4.658
C44 -1.619 -2.303 4.081
C45 -0.113 -0.296 3.764
N3 -0.266 -0.406 2.482
H47 1.212 2.766 3.927
H48 1.022 1.729 2.491
H49 2.447 1.572 3.528
H50 1.372 1.618 6.172
H51 0.226 0.013 7.651
H52 -1.127 -1.807 6.662
H53 -2.107 -2.857 4.880
H54 -1.022 -2.990 3.476
H55 -2.380 -1.861 3.436

---

[2]
Below is a molecular structure, C45H55GeO2SeTi, with properties calculated with the ωB97M-V functional and the def2-TZVPD basis.

As for the energy above the lowest of the compared OMol25 structures with the same formula, charge and spin: 0.0 kcal/mol. The value obtained for the electronic energy is -196617.650 eV. The HOMO energy (spin up / spin down) is -13.52 / -13.55 eV. The HOMO-LUMO gap (spin up / spin down) is 6.5845 / 5.8311 eV. Its charge is +2. The spin multiplicity is 2.

Element x y z (Å)
Ti1 -0.031 1.109 -1.372
C1 -3.564 -1.432 4.776
C2 -3.045 -2.482 3.783
C3 -1.791 -3.158 4.359
C4 -4.125 -3.546 3.586
C5 -2.675 -1.792 2.473
C6 -1.705 -0.789 2.470
C7 -1.372 -0.195 1.277
Se1 0.030 1.141 1.243
C8 1.592 -0.006 1.178
C9 2.024 -0.623 2.332
C10 3.088 -1.514 2.249
C11 3.655 -1.713 0.992
C12 3.242 -1.098 -0.191
C13 2.172 -0.212 -0.071
O1 1.629 0.501 -1.118
C14 4.007 -1.441 -1.482
C15 3.452 -0.795 -2.755
C16 3.969 -2.963 -1.688
C17 5.462 -0.977 -1.314
C18 3.633 -2.263 3.461
C19 3.499 -3.773 3.214
C20 2.869 -1.910 4.737
C21 5.112 -1.899 3.655
C22 -1.970 -0.523 0.058
O2 -1.546 0.193 -1.036
C23 -2.948 -1.509 0.027
C24 -3.259 -2.110 1.253
C25 -3.723 -1.985 -1.214
C26 -5.215 -1.687 -0.994
C27 -3.517 -3.500 -1.377
C28 -3.305 -1.321 -2.529
H1 -3.843 -1.918 5.712
H2 -4.444 -0.921 4.383
H3 -2.806 -0.681 5.007
H4 -2.041 -3.664 5.292
H5 -1.005 -2.432 4.577
H6 -1.390 -3.899 3.664
H7 -4.356 -4.007 4.546
H8 -3.795 -4.339 2.911
H9 -5.051 -3.115 3.198
H10 -1.216 -0.480 3.386
H11 1.535 -0.416 3.274
H12 4.488 -2.400 0.922
H13 2.425 -1.102 -2.954
H14 4.062 -1.129 -3.596
H15 3.501 0.293 -2.721
H16 2.941 -3.318 -1.789
H17 4.435 -3.506 -0.867
H18 4.510 -3.221 -2.599
H19 5.512 0.103 -1.164
H20 6.033 -1.225 -2.210
H21 5.947 -1.459 -0.466
H22 2.455 -4.050 3.057
H23 3.871 -4.324 4.079
H24 4.072 -4.096 2.344
H25 1.813 -2.180 4.665
H26 2.948 -0.847 4.980
H27 3.292 -2.467 5.573
H28 5.716 -2.180 2.792
H29 5.513 -2.424 4.523
H30 5.232 -0.827 3.822
H31 -4.019 -2.876 1.242
H32 -5.609 -2.194 -0.113
H33 -5.791 -2.025 -1.857
H34 -5.383 -0.614 -0.871
H35 -3.875 -4.063 -0.517
H36 -2.460 -3.734 -1.520
H37 -4.066 -3.852 -2.252
H38 -3.479 -0.244 -2.518
H39 -3.913 -1.748 -3.328
H40 -2.260 -1.514 -2.771
C29 1.336 4.356 0.784
Ge1 0.208 3.810 -0.671
C30 -1.660 4.250 -0.705
C31 -2.638 3.386 -0.203
C32 -3.973 3.758 -0.247
C33 -4.333 4.987 -0.783
C34 -3.364 5.848 -1.280
C35 -2.027 5.482 -1.249
C36 1.081 3.505 -2.348
C37 2.364 4.060 -2.301
C38 3.004 4.525 -3.453
C39 2.355 4.443 -4.658
C40 1.088 3.826 -4.779
C41 0.462 3.715 -6.044
C42 -0.729 3.059 -6.185
C43 -1.312 2.434 -5.068
C44 -0.727 2.553 -3.834
C45 0.458 3.286 -3.629
H41 1.538 5.425 0.701
H42 2.277 3.808 0.779
H43 0.797 4.179 1.713
H44 -2.375 2.428 0.231
H45 -4.730 3.092 0.143
H46 -5.375 5.276 -0.810
H47 -3.648 6.807 -1.692
H48 -1.280 6.161 -1.648
H49 2.868 4.190 -1.352
H50 3.983 4.976 -3.377
H51 2.819 4.837 -5.554
H52 0.953 4.152 -6.904
H53 -1.203 2.978 -7.153
H54 -2.210 1.844 -5.191
H55 -1.149 1.929 -3.050